{
  "formula": "C10H11N2",
  "method": "the ωB97M-V functional and the def2-TZVPD basis",
  "de_lowest_kj_mol": 539.0,
  "e_lumo_ev": -5.17,
  "total_charge": 1,
  "spin_multiplicity": 1,
  "homo_energy_ev": -12.83,
  "species": ["C", "C", "C", "C", "C", "C", "C", "C", "C", "C", "N", "N", "H", "H", "H", "H", "H", "H", "H", "H", "H", "H", "H"],
  "xyz": [[0.567793, 2.264689, 0.114583], [1.609236, 1.354423, -0.171247], [-0.695884, 1.685392, -0.119766], [1.549489, -0.025575, 0.890145], [3.014370, -1.106154, -0.086200], [1.080406, -0.064935, -0.490590], [-2.403357, -1.236026, 0.735994], [-3.103312, -0.474245, -0.242855], [-1.610747, -0.763495, -0.451314], [-0.709727, 0.328510, -0.349074], [2.637736, -0.754633, 1.079055], [2.301231, -0.708960, -1.108596], [0.663418, 3.374168, 0.235564], [2.667193, 1.603769, -0.266511], [-1.711304, 1.939566, 0.090405], [0.901568, 0.192822, 1.739921], [3.792648, -1.799792, -0.252945], [-2.148491, -0.804052, 1.671503], [-2.558579, -2.283567, 0.794267], [-3.917062, -0.957854, -0.728934], [-3.437398, 0.493818, 0.053595], [-1.226177, -1.574042, -1.131748], [2.736960, -0.683821, -2.005247]],
  "atomic_forces_ev_per_a": [[0.8, 0.5, -1.5], [-1.1, 1.6, 0.9], [-0.7, -3.1, 0.9], [-2.3, -0.3, 1.0], [1.4, -1.3, -0.2], [0.1, 3.0, -0.6], [0.8, -0.6, 1.6], [-0.9, 0.4, -0.2], [0.2, -1.1, -1.4], [4.2, 0.2, -1.6], [1.1, -0.3, 2.0], [-3.2, -0.2, 0.4], [0.2, -1.3, 0.2], [-0.5, 0.1, -0.1], [-0.3, 1.6, 0.1], [0.2, 0.2, -0.4], [1.3, -0.3, -0.1], [0.1, 0.4, 0.7], [-0.1, -0.8, -0.1], [0.1, -0.5, -1.1], [0.4, 0.8, 0.0], [-0.9, 1.0, 0.6], [-0.7, 0.1, -1.0]]
}


{
  "formula": "C45H46N7O14P2S2",
  "method": "the ωB97M-V functional and the def2-TZVPD basis",
  "e_lumo_ev": -5.19,
  "total_charge": 1,
  "spin_multiplicity": 1,
  "homo_energy_ev": -11.00,
  "species": ["C", "C", "C", "C", "N", "C", "P", "S", "C", "C", "C", "C", "P", "O", "O", "S", "H", "H", "H", "H", "H", "H", "H", "H", "H", "H", "H", "H", "H", "H", "H", "H", "C", "C", "C", "C", "C", "C", "N", "O", "O", "H", "H", "H", "H", "H", "C", "C", "C", "C", "C", "C", "N", "O", "O", "H", "H", "H", "H", "H", "C", "C", "C", "C", "C", "C", "N", "O", "O", "H", "H", "H", "H", "H", "C", "C", "C", "C", "C", "C", "N", "O", "O", "H", "H", "H", "H", "H", "C", "C", "C", "C", "C", "C", "N", "O", "O", "H", "H", "H", "H", "H", "C", "C", "C", "C", "C", "C", "N", "O", "O", "H", "H", "H", "H", "H"],
  "xyz": [[-5.209593, -4.001449, 3.067417], [-4.918010, -2.923496, 1.876075], [-5.460458, -3.536944, 0.483034], [-5.783320, -1.604316, 2.296112], [-6.125531, -0.724735, 1.139215], [-5.025465, 0.027725, 0.532025], [-3.225585, -0.029689, 1.183088], [-2.733257, 1.829912, 1.573215], [-5.238034, 0.965518, -0.712792], [-6.679266, 1.101842, -1.324406], [-7.796771, 0.294224, -0.592568], [-7.493518, -0.630804, 0.642419], [-8.970384, -1.534025, 1.388804], [-10.395722, -1.016875, 0.552923], [-8.907004, -3.232742, 1.114467], [-9.286835, -1.095764, 3.270119], [-6.323647, -4.277132, 3.008729], [-4.524110, -4.895126, 2.895796], [-4.974402, -3.482967, 4.058846], [-3.794573, -2.727325, 1.834059], [-4.823622, -4.464267, 0.237048], [-5.366224, -2.734488, -0.326979], [-6.539895, -3.920268, 0.596135], [-5.163994, -0.968395, 3.034173], [-6.678281, -1.991795, 2.886074], [-3.116238, -0.756277, 2.430554], [-2.308858, -0.629961, 0.256019], [-4.395561, 1.547552, -1.212529], [-6.887280, 1.767807, -2.236464], [-8.863566, 0.392657, -0.983034], [-10.459706, -0.051229, 0.785411], [-9.536124, -3.437706, 0.370249], [3.402943, 4.124665, 0.966195], [2.639355, 3.843853, -0.163144], [1.838070, 2.707842, -0.197485], [1.805626, 1.860490, 0.909272], [2.573554, 2.132113, 2.040381], [3.374121, 3.269259, 2.064286], [0.944740, 0.676911, 0.887715], [0.297809, 0.459733, -0.132670], [0.915508, -0.025893, 1.888032], [4.023296, 5.015480, 0.991164], [2.667256, 4.513224, -1.016434], [1.248220, 2.500513, -1.083565], [2.557684, 1.475482, 2.903480], [3.973696, 3.491733, 2.940654], [4.878405, -1.518723, -2.432504], [4.848387, -0.550612, -1.433384], [4.938393, 0.796258, -1.765604], [5.054088, 1.163581, -3.105487], [5.092313, 0.198522, -4.110366], [5.004371, -1.146547, -3.767775], [5.123930, 2.582042, -3.461188], [5.106448, 3.398505, -2.550454], [5.191386, 2.870881, -4.648154], [4.802426, -2.569402, -2.169264], [4.751787, -0.847033, -0.394025], [4.913828, 1.540941, -0.976958], [5.187000, 0.475317, -5.154747], [5.030301, -1.905904, -4.542204], [10.888096, 3.285944, -0.445345], [10.122413, 3.000516, -1.572085], [9.318703, 1.865766, -1.598921], [9.286170, 1.024754, -0.487660], [10.056212, 1.300993, 0.640538], [10.859143, 2.436617, 0.657183], [8.422077, -0.157624, -0.501778], [7.774939, -0.378025, -1.516042], [8.392635, -0.855265, 0.502530], [11.510173, 4.175783, -0.425888], [10.150078, 3.665293, -2.429122], [8.726872, 1.654653, -2.482969], [10.040172, 0.649072, 1.507143], [11.460388, 2.662642, 1.531509], [4.982310, 4.072625, -9.087407], [5.407036, 3.354676, -7.973214], [5.840333, 2.041108, -8.114771], [5.848445, 1.456113, -9.379617], [5.417489, 2.166701, -10.498316], [4.983088, 3.479595, -10.346983], [6.327698, 0.080657, -9.536247], [6.680134, -0.518331, -8.528849], [6.351837, -0.389388, -10.664134], [4.649810, 5.100162, -8.973841], [5.403119, 3.820911, -6.993594], [6.168735, 1.493258, -7.238489], [5.416177, 1.717133, -11.485300], [4.648229, 4.042891, -11.211687], [-1.965472, -9.286851, 6.330593], [-1.315264, -8.093056, 6.031039], [-1.698436, -7.351274, 4.918983], [-2.739356, -7.813434, 4.114757], [-3.389278, -9.011825, 4.405137], [-2.997179, -9.748140, 5.517804], [-3.163317, -7.023676, 2.957270], [-2.557886, -5.984472, 2.720528], [-4.100831, -7.441772, 2.293064], [-1.667159, -9.860500, 7.202929], [-0.510836, -7.739329, 6.667335], [-1.183812, -6.422978, 4.696648], [-4.196561, -9.380647, 3.781792], [-3.498195, -10.680737, 5.754660], [-4.517922, 3.798941, 3.916543], [-4.418974, 4.992772, 4.624907], [-5.570919, 5.658981, 5.031401], [-6.818018, 5.116374, 4.725895], [-6.923152, 3.925342, 4.010517], [-5.766132, 3.268014, 3.606005], [-8.033911, 5.800425, 5.173086], [-7.904132, 6.852064, 5.781622], [-9.109054, 5.277632, 4.914986], [-3.616648, 3.277846, 3.605496], [-3.443078, 5.402833, 4.863017], [-5.480720, 6.588458, 5.582790], [-7.889927, 3.499310, 3.764868], [-5.836503, 2.337758, 3.050692]],
  "atomic_forces_ev_per_a": [[0.3, 1.1, -0.8], [-1.4, -0.9, 0.2], [0.6, -0.1, 0.7], [1.5, -1.1, 1.2], [-0.8, 2.0, -2.5], [-2.6, 0.5, -2.6], [0.7, 1.7, 1.2], [-0.3, -0.6, -0.5], [-3.7, -1.9, 1.0], [1.2, -2.6, 4.0], [3.2, 0.0, 0.8], [1.9, 2.5, -3.5], [-2.8, -1.1, 1.6], [3.3, 0.0, 0.5], [-0.8, 3.5, -1.1], [1.0, -0.3, -1.5], [1.7, 0.2, 0.2], [-1.2, 1.2, 0.4], [-0.4, -1.0, -1.2], [-1.6, -0.1, -0.1], [-0.9, 1.6, 0.2], [-0.2, -1.4, 0.8], [1.6, 0.9, -0.2], [-1.1, -0.9, -1.1], [0.8, 1.0, -1.2], [-0.4, -0.1, -1.2], [-0.9, -0.3, 0.2], [-1.1, -1.1, 1.2], [0.3, -1.2, 1.6], [1.7, -0.4, 0.8], [-0.3, -1.2, -0.1], [0.7, 0.0, 0.8], [0.0, 0.0, 0.0], [0.0, -0.1, 0.2], [-0.1, 0.0, -0.1], [0.5, 0.6, 0.0], [0.0, -0.1, 0.1], [-0.1, 0.0, -0.2], [-0.2, -0.3, 0.0], [0.2, 0.0, 0.6], [-0.1, 0.3, -0.6], [-0.1, -0.1, 0.0], [0.0, -0.1, 0.1], [0.0, -0.1, 0.2], [-0.1, 0.0, -0.2], [-0.1, -0.1, -0.1], [-0.1, 0.1, 0.0], [-0.1, 0.1, -0.3], [-0.1, 0.0, 0.1], [-0.1, -0.8, 0.2], [0.0, 0.0, -0.1], [0.0, 0.1, 0.2], [0.0, 0.4, -0.1], [0.0, -0.3, -0.5], [0.0, -0.1, 0.5], [0.0, 0.1, 0.0], [0.1, 0.1, -0.1], [0.0, 0.0, -0.2], [0.0, 0.1, 0.2], [0.0, 0.1, 0.1], [0.0, 0.0, 0.0], [0.0, -0.1, 0.2], [-0.1, 0.0, -0.1], [0.5, 0.7, 0.0], [0.0, 0.0, 0.1], [-0.1, 0.0, -0.2], [-0.3, -0.5, 0.0], [0.5, 0.1, 0.5], [0.0, 0.3, -0.5], [-0.1, -0.1, 0.0], [0.0, -0.1, 0.1], [0.0, -0.1, 0.2], [-0.1, 0.0, -0.2], [-0.1, -0.1, -0.1], [0.0, -0.1, 0.0], [0.0, 0.0, -0.2], [0.0, 0.0, 0.1], [-0.3, 0.8, 0.1], [0.0, 0.0, -0.1], [0.1, -0.1, 0.2], [0.2, -0.6, -0.1], [-0.2, 0.3, -0.5], [0.0, 0.3, 0.6], [0.0, -0.1, 0.0], [0.0, -0.1, -0.1], [0.0, 0.0, -0.2], [0.1, -0.1, 0.2], [0.1, -0.1, 0.1], [0.0, 0.0, 0.0], [-0.2, -0.1, -0.1], [0.1, 0.1, 0.0], [0.2, -0.4, 0.7], [-0.1, -0.1, -0.1], [0.1, 0.2, 0.0], [-0.1, 0.0, -0.3], [-0.3, -0.4, 0.1], [0.4, 0.4, 0.3], [0.0, 0.1, -0.1], [-0.1, 0.0, -0.1], [-0.2, -0.1, -0.1], [0.1, 0.2, 0.0], [0.0, 0.1, -0.1], [0.1, 0.0, 0.0], [-0.3, -0.1, -0.1], [0.0, 0.1, 0.0], [0.7, -0.4, -0.2], [-0.1, -0.1, -0.1], [0.1, 0.3, 0.2], [-0.6, 0.4, 0.3], [0.0, -0.6, -0.4], [0.6, 0.2, 0.1], [-0.2, 0.1, 0.1], [-0.1, 0.0, 0.0], [-0.2, -0.1, -0.1], [0.0, 0.2, 0.2], [0.0, 0.1, 0.0]]
}


{
  "formula": "C25H28Br45IN3O7P2S",
  "method": "the ωB97M-V functional and the def2-TZVPD basis",
  "e_lumo_ev": -4.43,
  "total_charge": 1,
  "spin_multiplicity": 1,
  "homo_energy_ev": -10.80,
  "species": ["N", "C", "O", "C", "C", "P", "O", "I", "C", "C", "O", "O", "P", "N", "C", "C", "N", "C", "C", "C", "S", "O", "O", "O", "H", "H", "H", "H", "H", "H", "H", "H", "H", "H", "H", "H", "H", "C", "Br", "Br", "Br", "H", "C", "Br", "Br", "Br", "H", "C", "Br", "Br", "Br", "H", "C", "Br", "Br", "Br", "H", "C", "Br", "Br", "Br", "H", "C", "Br", "Br", "Br", "H", "C", "Br", "Br", "Br", "H", "C", "Br", "Br", "Br", "H", "C", "Br", "Br", "Br", "H", "C", "Br", "Br", "Br", "H", "C", "Br", "Br", "Br", "H", "C", "Br", "Br", "Br", "H", "C", "Br", "Br", "Br", "H", "C", "Br", "Br", "Br", "H", "C", "Br", "Br", "Br", "H"],
  "xyz": [[3.721777, -0.630815, 0.791058], [3.011457, -1.472619, 1.126993], [2.593474, -2.673401, 1.542483], [1.883092, -3.345998, 0.562386], [0.545785, -3.084558, 0.179951], [-0.500922, -1.703797, 0.909388], [0.321844, -1.429112, 2.369269], [-2.740270, -2.490704, 1.545416], [0.045864, -3.934638, -0.829807], [-1.379306, -3.866322, -1.368126], [-2.193670, -4.568957, -0.849243], [-1.582003, -3.053540, -2.415077], [-3.090004, -3.227535, -3.186490], [-4.048790, -2.109228, -2.671259], [0.806582, -4.957797, -1.403299], [2.101426, -5.108567, -0.976073], [2.610532, -4.320236, -0.022871], [4.038041, -4.551033, 0.382174], [4.903730, -3.433370, -0.300054], [5.902748, -3.972375, -1.338628], [6.989565, -2.576007, -1.697301], [7.873460, -2.373902, -0.577569], [6.180289, -1.418202, -1.955261], [7.834507, -2.957996, -2.992556], [0.536914, -0.477905, 2.352485], [-2.877733, -3.162749, -4.578908], [-3.618069, -4.494860, -2.910434], [-4.311236, -1.542432, -3.474930], [0.409648, -5.625328, -2.158517], [2.722726, -5.875013, -1.420425], [4.360380, -5.550290, 0.034645], [4.136564, -4.515885, 1.466384], [4.239396, -2.744337, -0.830412], [5.396557, -2.834460, 0.470271], [5.399711, -4.198979, -2.288714], [6.466200, -4.854624, -1.026193], [8.481583, -2.235051, -3.099102], [-4.246427, 2.048375, -2.098635], [-5.471318, 1.000706, -3.153957], [-5.179379, 3.264114, -0.934233], [-2.997990, 0.954883, -1.106217], [-3.666736, 2.646977, -2.787384], [-2.543511, 1.633508, 2.877451], [-3.151175, 0.701560, 4.446925], [-1.614398, 3.258926, 3.304572], [-1.450776, 0.475287, 1.744661], [-3.420218, 1.902134, 2.299896], [-7.483224, 6.792639, -1.670755], [-9.292121, 6.181009, -1.911459], [-6.829703, 6.392987, 0.102338], [-6.310140, 6.116571, -3.044460], [-7.493639, 7.869125, -1.766847], [3.551883, 0.308855, 5.249056], [3.416573, 2.210595, 5.495755], [2.724886, -0.665728, 6.691006], [2.853225, -0.229081, 3.524093], [4.603182, 0.057202, 5.252870], [10.197859, -0.155119, 0.249789], [9.384905, 1.248935, -0.784661], [11.581261, -1.062898, -0.747583], [10.848056, 0.484170, 1.946086], [9.426283, -0.885328, 0.454549], [10.245530, -5.964946, -2.682823], [10.647155, -4.326953, -1.769771], [11.817302, -6.983501, -3.116288], [8.953899, -7.010734, -1.697617], [9.775530, -5.683426, -3.613044], [8.988747, -2.952951, -6.606498], [7.250460, -2.311030, -6.076770], [10.379670, -1.735893, -6.065863], [9.327682, -4.745277, -5.977739], [8.998940, -2.996619, -7.686652], [-13.470793, 4.607171, -2.430385], [-14.266134, 6.222245, -3.112136], [-12.262966, 3.807456, -3.699295], [-12.611055, 4.901563, -0.728850], [-14.272802, 3.902058, -2.263368], [-14.080182, 6.734347, 2.762395], [-15.673600, 7.610182, 2.121924], [-12.770042, 8.000466, 3.384125], [-14.482831, 5.410649, 4.103805], [-13.642557, 6.210746, 1.924317], [13.873145, 1.510211, -2.417654], [12.703795, 2.653976, -1.404701], [13.064652, 0.956457, -4.080559], [15.599401, 2.317456, -2.699331], [14.030424, 0.617054, -1.828741], [-14.831331, 5.161778, 8.384703], [-12.972338, 4.811986, 8.749053], [-15.947222, 4.805332, 9.914464], [-15.090565, 6.941423, 7.700982], [-15.135352, 4.476350, 7.604868], [-18.708015, 8.189527, 5.006388], [-20.453724, 8.636709, 5.685800], [-17.369511, 9.448582, 5.591686], [-18.217992, 6.376951, 5.435929], [-18.758168, 8.257781, 3.928752], [-11.472028, 3.303126, 4.992536], [-11.992565, 2.275135, 6.538380], [-10.520407, 4.903076, 5.485002], [-10.476756, 2.241132, 3.726574], [-12.380591, 3.616252, 4.497787], [18.654985, 1.940912, -5.045516], [17.867844, 3.359017, -6.084824], [20.012469, 0.996783, -6.033959], [19.322425, 2.584881, -3.355337], [17.867942, 1.232274, -4.826512], [5.744066, -9.094114, -1.115081], [4.887885, -10.374910, -2.261285], [4.816154, -7.385730, -1.143442], [5.949117, -9.743898, 0.679680], [6.734685, -8.914937, -1.512061]],
  "atomic_forces_ev_per_a": [[-0.7, 0.4, -0.5], [0.9, -1.6, -0.1], [-0.6, 0.7, -0.8], [-0.8, 0.0, -0.4], [0.5, -1.0, 0.9], [1.0, -0.1, 0.6], [0.0, -1.5, -1.8], [0.5, -1.0, 0.0], [-0.1, 0.4, -0.6], [0.2, -0.1, 0.7], [-0.1, -0.2, -0.3], [0.1, -1.2, -0.3], [-2.1, 1.9, 0.3], [0.4, -0.8, -0.7], [0.2, 0.6, 0.5], [-0.6, -0.4, -0.5], [0.5, -0.5, 0.6], [0.8, 0.7, -0.7], [-0.2, -0.3, 0.2], [0.1, 0.2, -0.8], [0.5, 1.9, 1.4], [0.2, -0.9, -0.3], [-0.4, -0.8, -0.8], [-0.7, -0.4, 0.7], [-0.1, -0.3, 0.4], [0.7, -0.4, 0.3], [1.0, -0.2, 0.1], [0.0, 0.4, 0.4], [0.0, 0.1, 0.1], [0.2, 0.1, 0.3], [-0.6, 0.8, 0.5], [-0.3, 0.0, -0.1], [0.2, 0.0, 0.1], [0.1, -0.2, -0.1], [0.1, -0.1, 0.2], [0.2, 0.3, 0.1], [0.1, -0.1, -0.1], [0.0, 0.0, 0.0], [0.0, 0.1, 0.1], [0.1, -0.2, 0.0], [-0.3, 0.2, -0.3], [0.0, 0.0, 0.0], [-0.1, 0.2, 0.2], [0.1, 0.0, -0.1], [0.0, -0.2, 0.0], [-1.0, 3.5, 0.4], [0.1, -0.1, -0.1], [0.0, 0.0, 0.0], [0.1, 0.0, 0.0], [0.0, 0.0, -0.1], [-0.1, 0.1, 0.0], [0.0, 0.0, 0.0], [-0.2, 0.1, 0.3], [0.0, -0.1, 0.0], [0.0, 0.1, -0.1], [0.3, 0.6, 1.2], [0.0, 0.0, -0.1], [-0.1, 0.1, 0.1], [-0.1, -0.2, 0.0], [0.0, 0.0, 0.0], [0.0, 0.0, -0.1], [0.0, 0.0, -0.1], [0.1, 0.1, -0.1], [0.1, -0.1, 0.1], [-0.1, 0.1, 0.1], [-0.1, 0.0, 0.1], [0.0, -0.1, 0.1], [0.0, 0.1, 0.0], [0.1, 0.0, -0.2], [-0.1, -0.1, 0.1], [-0.1, 0.1, -0.1], [0.0, 0.0, 0.0], [-0.1, 0.0, -0.1], [0.1, -0.1, 0.0], [0.0, 0.1, 0.1], [0.0, 0.0, 0.0], [0.0, 0.0, 0.0], [0.1, 0.1, 0.0], [0.1, -0.1, 0.1], [-0.1, -0.1, 0.0], [0.0, 0.0, 0.0], [-0.1, 0.0, 0.0], [0.0, 0.0, 0.1], [0.2, 0.0, -0.1], [0.0, 0.0, 0.0], [-0.1, 0.0, 0.0], [0.0, 0.0, 0.0], [0.0, 0.0, 0.0], [-0.2, 0.2, 0.2], [0.1, 0.0, -0.1], [0.0, 0.0, 0.1], [0.0, 0.0, 0.0], [0.0, 0.0, 0.0], [0.1, 0.0, 0.0], [-0.1, -0.1, 0.0], [-0.1, 0.1, 0.0], [0.0, 0.0, 0.0], [0.0, 0.0, 0.0], [0.1, -0.1, -0.3], [-0.1, -0.1, 0.0], [0.0, 0.1, 0.1], [0.0, 0.0, 0.0], [0.0, 0.0, 0.0], [0.1, -0.1, 0.1], [-0.1, 0.1, 0.1], [0.0, 0.0, -0.1], [0.0, 0.0, 0.0], [0.1, -0.4, 0.0], [0.0, 0.1, 0.1], [0.3, -0.7, -0.3], [-0.1, 0.1, -0.1], [-0.1, 0.1, 0.0]]
}